Below is a structure of composition C59H67BrI2N3P4SSi2V in a non-equilibrium geometry, with properties calculated with wB97M-V/def2-TZVPD.

```
! wB97M-V def2-TZVPD RIJCOSX def2/J DEFGRID3
* xyz 0 3
I 0.8148 -0.4380 -5.2443
I 0.8461 -0.3006 -2.3807
Br 2.0714 2.2250 1.3452
V 0.9811 0.2253 0.3078
S -3.8312 5.5676 -2.8639
P 2.3769 -1.9545 -0.1599
P 0.3794 -1.6973 1.9937
P -2.2365 0.1605 -0.8784
P -0.1570 2.1244 -0.7645
Si -0.4426 0.5407 3.7751
Si 4.3409 0.3078 -0.8857
N 2.8660 -0.3968 -0.2120
N 0.0829 -0.1316 2.2433
N -1.7270 1.7316 -1.3624
C 5.6083 -4.5593 1.8202
C 3.6436 -4.3417 0.4604
C 5.5434 -3.2093 2.1287
C 3.2012 -3.6749 5.0093
C -0.6212 3.5883 0.2361
C 0.4345 2.1399 4.2546
C 0.6951 -1.8407 0.2806
C 1.5796 -2.4308 3.1342
C -2.7548 -2.1892 -2.1581
C 2.4895 -2.8818 -1.7391
C -2.5885 2.7802 -1.9248
C 3.6332 -3.5004 -3.7654
C 0.2647 2.8210 -3.4786
C 2.5108 -4.1906 -4.1947
C -3.5099 3.5272 -0.9535
C -0.5447 4.9054 -0.2018
C -1.1185 -2.6433 2.4692
C -0.9979 5.9302 0.6190
C 4.1435 0.6665 -2.7380
C -1.2737 -3.3392 3.6665
C 4.6485 -5.1280 0.9961
C -2.2191 -2.5036 1.6304
C -3.3193 -1.1903 -4.6721
C -6.5718 0.8112 0.6533
C 4.9307 1.9171 -0.1027
C 2.5824 4.2400 -2.9422
C 5.8706 -0.8171 -0.7081
C -5.5219 0.5823 1.5277
C 0.9734 3.4058 -4.5148
C -2.3212 0.8302 3.7727
C -2.9368 -0.3261 -3.6565
C -3.4092 -2.5532 -4.4379
C -3.5901 -3.7502 3.1504
C -3.9840 0.4467 -0.3364
C -5.0519 0.6652 -1.2084
C -0.2743 -0.5543 5.3171
C 1.3895 -4.2625 -3.3794
C -1.1887 3.3105 1.4757
C 4.5358 -2.4195 1.5975
C -4.2376 0.4083 1.0315
C 2.4929 -4.4410 4.0910
C -3.1185 -3.0547 -3.1773
C 3.1400 -2.2933 4.9536
C 3.6279 -2.8583 -2.5353
C 1.6830 -3.8207 3.1573
C 2.1387 4.1108 -4.2489
C -3.4478 -3.0500 1.9611
C -2.5027 -3.8915 3.9992
C 2.3410 -1.6686 4.0076
C -4.5482 4.3344 -1.7235
C -1.5350 5.6474 1.8654
C 1.8662 3.6662 -1.9012
C -2.6683 -0.8142 -2.3831
C 0.7018 2.9460 -2.1622
C 3.5921 -2.9757 0.7449
C -1.6450 4.3299 2.2912
C -3.8446 4.6748 -4.4426
C 1.3812 -3.6174 -2.1544
C -6.3312 0.8603 -0.7144
H -0.9319 6.9552 0.2770
H -3.5201 -0.7953 -5.6599
H 6.2897 -2.7609 2.7726
H 3.7477 -0.1725 -3.3110
H -4.2933 -2.9196 1.2969
H -2.0767 4.0999 3.2575
H 4.4988 -1.3588 1.8134
H 0.5048 -3.6505 -1.5179
H 0.6952 -1.0214 5.4655
H 1.4991 1.9813 4.4354
H -1.8769 6.4556 2.4993
H 2.2967 -0.5862 3.9575
H 6.5022 -0.4621 0.1088
H -4.8908 0.6744 -2.2773
H -2.0948 -1.9467 0.7135
H -1.2650 2.2763 1.7920
H -0.4621 0.0886 6.1811
H 1.1090 -4.4021 2.4444
H -2.6057 -4.4277 4.9344
H 0.5105 -4.8004 -3.7118
H 2.6978 4.5552 -5.0624
H 0.6286 3.2789 -5.5326
H -2.5771 1.3230 4.7153
H 6.4073 -5.1700 2.2214
H -7.5784 0.9418 1.0296
H 4.9714 1.8710 0.9851
H 2.9047 -4.7781 -0.1985
H 4.5143 -3.4422 -4.3916
H 4.3209 2.7769 -0.3752
H -2.9980 3.9943 -4.5226
H -2.9383 4.2023 -0.3189
H 0.3497 2.9375 3.5203
H -4.5455 -4.1862 3.4130
H -4.0278 2.8176 -0.3069
H 2.5069 -4.6749 -5.1627
H -2.5094 -2.5849 -1.1787
H -2.7100 1.4537 2.9667
H 3.4951 4.7810 -2.7265
H -0.0094 2.4980 5.1889
H 3.7112 -1.6909 5.6491
H -3.6786 -3.2252 -5.2427
H -0.1541 5.1408 -1.1816
H -2.8493 -0.1276 3.7529
H -5.1548 4.9126 -1.0277
H 4.6977 -6.1831 0.7580
H -1.9464 3.5198 -2.4054
H -1.0318 -1.3376 5.3262
H -5.2053 3.6853 -2.3063
H -5.6962 0.5322 2.5955
H 5.6766 -1.8702 -0.5290
H -3.1679 -4.1198 -2.9867
H 6.4547 -0.7368 -1.6289
H 5.1332 0.9064 -3.1385
H 3.8116 -4.1629 5.7585
H -0.6163 2.2334 -3.7033
H 5.9442 2.0919 -0.4775
H 3.4959 1.5252 -2.9288
H 4.5145 -2.3361 -2.2057
H -4.7827 4.1338 -4.5534
H 2.5685 -5.5205 4.1082
H -2.8152 0.7263 -3.8835
H 2.2131 3.7779 -0.8819
H -3.2181 2.3309 -2.6975
H -7.1499 1.0409 -1.4000
H -3.7724 5.4328 -5.2195
H -3.4141 0.2324 1.7104
H -0.4397 -3.4526 4.3435
*
```

Properties
* E_HOMO (alpha / beta): -7.7 / -7.9 eV
* <S²>: 2.12
* orbital gap (alpha / beta): 6.283 / 6.089 eV
* E: -242424.35412 eV


Below is a structure of composition C59H67Ge2MnN5O2S4Si in a non-equilibrium geometry, with properties calculated with wB97M-V/def2-TZVPD.

```
! wB97M-V def2-TZVPD RIJCOSX def2/J DEFGRID3
* xyz -1 5
Ge 0.3172 0.8135 1.6556
Ge -0.7631 -1.0596 -0.3889
Mn 0.8166 1.8263 -1.8869
S 1.0836 -1.1722 0.8754
S 1.1661 2.5022 0.6466
S -0.4961 -0.1237 -2.3226
S -1.8112 0.3084 1.0528
Si 1.6281 2.2262 -4.1403
O -1.1742 3.1053 -1.3579
O 0.0149 4.7736 -2.3231
N 4.7828 1.4717 -1.3197
N 5.8705 2.3342 -1.3223
N 4.8963 0.1968 -1.0329
N 3.5794 1.8864 -1.5446
N 2.8135 0.8246 -1.3941
C -1.5700 2.2872 3.7919
C 1.6469 -3.9439 -0.8037
C -3.4736 -4.3522 -0.6760
C 2.2296 -3.0774 -3.3787
C -2.7422 1.5214 3.8407
C -3.9121 2.0461 3.3119
C -2.7916 4.0779 2.7618
C 1.7626 0.5196 4.2245
C -0.3104 1.7301 4.3733
C -2.0050 4.0290 -0.6470
C 1.9777 0.7461 5.5841
C -1.3926 -5.0924 -1.5761
C 1.0664 1.4660 6.3413
C 2.8389 -1.6138 3.4588
C -5.5868 -0.4615 -0.0434
C 2.6213 3.8238 -4.3727
C -0.1809 -3.1259 -4.0437
C -1.5981 3.5884 3.2877
C -7.0530 0.2491 1.8726
C -3.8674 -2.1156 0.2177
C 4.9670 -1.5898 2.2964
C 4.0164 1.9951 3.1045
C -2.9205 -3.1031 -0.3871
C 3.8970 -2.2793 2.8559
C -0.8192 -3.8561 -1.2959
C 0.5986 0.9951 3.6087
C -2.7361 0.1451 4.4475
C -4.1316 -2.1721 1.5868
C 1.6836 -2.3885 4.0329
C -4.2782 -1.1459 -2.0766
C -0.1967 2.4821 -7.8786
C -5.9046 -0.5432 1.3065
C 1.4015 -4.4854 0.5817
C -5.1549 -1.3909 2.1100
C -1.5311 2.1876 -7.6289
C -0.0728 1.9616 5.7271
C 0.7147 2.4968 -6.8329
C 2.8027 0.7883 -4.5794
C -2.7179 -5.3488 -1.2648
C 2.8479 -0.2142 3.4991
C -1.9404 1.9146 -6.3324
C 0.3264 2.2192 -5.5185
C 6.1105 -2.3290 1.6546
C 0.6121 -3.6694 -1.6978
C 4.9659 -0.2052 2.3651
C 3.2754 -3.2883 -2.4824
C 4.6956 -3.0241 -2.9046
C 3.9296 0.4988 2.9738
C -3.3014 -3.0498 2.4831
C 3.6233 -0.1911 -1.0904
C -5.2128 3.8400 2.1181
C -1.5788 -2.8422 -0.6806
C 0.9080 -3.2842 -3.0186
C -0.1023 3.6088 -2.0538
C 2.9673 -3.7439 -1.2130
C -0.3715 4.4614 3.2938
C -3.9494 3.3155 2.7457
C -1.0204 1.9336 -5.2904
C -4.5826 -1.2411 -0.6055
H 0.1316 2.7013 -8.8881
H -6.1436 0.2174 -0.6821
H -7.0062 1.2943 1.5626
H 3.8320 1.0096 -4.2804
H -0.8634 -2.3241 -3.7636
H -2.2426 -2.7934 2.3856
H -5.3703 -1.4469 3.1726
H 5.7588 -2.9702 0.8426
H 4.9277 2.3661 2.6334
H -3.4026 -4.1052 2.2203
H -4.5166 -4.5240 -0.4339
H 1.7538 2.7312 -7.0471
H -3.2562 -0.7997 -2.2520
H 5.4044 -3.3296 -2.1341
H 1.8378 -5.4839 0.6729
H 0.2983 4.1846 2.4741
H -8.0087 -0.1519 1.5266
H -1.3593 1.7181 -4.2832
H 6.8394 -1.6340 1.2385
H -3.5897 -2.9225 3.5265
H 6.6223 -2.9691 2.3769
H 3.7666 -3.9484 -0.5051
H 1.2469 1.6460 7.3941
H -4.3748 -2.1187 -2.5644
H -2.2134 -0.5556 3.7934
H 0.2452 -2.8845 -5.0177
H -5.1200 4.8981 1.8723
H 3.1667 2.4847 2.6276
H 2.7892 0.6222 -5.6604
H 4.0249 2.2934 4.1562
H -3.7556 -0.2154 4.5842
H 4.8503 -1.9597 -3.0998
H 3.8845 -3.3651 2.8204
H 1.8915 -3.4590 4.0196
H 1.8665 -3.8434 1.3307
H 2.0370 4.5627 -4.9233
H -1.3851 4.7451 -0.1069
H 1.4702 -2.0873 5.0600
H -2.5844 3.4275 0.0516
H -2.6581 4.5617 -1.3393
H -2.2471 2.1754 -8.4420
H -0.7651 -4.0438 -4.1380
H -7.0558 0.2182 2.9628
H 4.9383 -3.5613 -3.8235
H 3.5440 3.6254 -4.9262
H 0.7802 -2.2070 3.4449
H 2.8851 0.3602 6.0356
H -4.9562 -0.4449 -2.5635
H -0.7996 2.5356 6.2913
H 2.4970 -0.1421 -4.0942
H 0.3409 -4.5552 0.8152
H -2.2289 0.1368 5.4141
H -0.7815 -5.8536 -2.0482
H -2.8092 5.0827 2.3506
H -2.9797 1.6866 -6.1278
H -5.4350 3.3012 1.1937
H 6.6002 1.8793 -1.8585
H 2.4527 -2.7506 -4.3896
H -0.6490 5.5091 3.1736
H -6.0694 3.7177 2.7841
H 2.8788 4.2707 -3.4108
H -4.8122 1.4402 3.3282
H 5.7994 0.3479 1.9451
H 0.1925 4.3553 4.2206
H -3.1590 -6.3124 -1.4893
H 5.5569 3.1749 -1.7952
H 3.2819 -1.1927 -0.8967
*
```

Properties
* E_HOMO (alpha / beta): -5.0 / -5.2 eV
* <S²>: 6.23
* orbital gap (alpha / beta): 7.321 / 7.549 eV
* E: -269396.01201 eV


Below is a structure of composition C59H72HgN7O4P2S2, with properties calculated with wB97M-V/def2-TZVPD.

```
! wB97M-V def2-TZVPD RIJCOSX def2/J DEFGRID3
* xyz -2 2
Hg -0.7521 -0.2014 0.0248
S -0.4209 2.9334 -2.2661
S -1.9080 -0.2201 -2.1657
P 0.8789 -2.6695 0.4689
P -1.5970 1.9107 2.0046
O 1.5686 1.6404 -1.1170
O 1.2414 -1.7540 -4.0954
O -1.3813 2.8107 -1.1447
O 5.0882 1.0129 -3.7910
N -1.1391 -2.0272 2.7564
N 0.9821 0.1045 1.4684
N 3.1907 1.3761 -2.6274
N -2.7088 -1.6427 0.4288
N 1.4189 -0.2194 -2.4391
N -4.5643 -0.4249 -2.3539
N -3.7328 -1.3373 -0.4355
C -6.5982 -4.9644 0.8882
C 1.7490 -4.7703 -1.5182
C 2.1323 1.4645 4.7150
C -2.1891 3.6669 2.3799
C 1.3287 -3.7898 1.9145
C 3.3413 0.5198 0.9015
C 3.9420 0.6802 -3.5134
C 1.2555 3.2608 6.2894
C 3.5798 -1.9864 -0.1956
C -0.0837 1.7352 3.0232
C -0.8121 3.9974 -4.8054
C -3.4612 -0.7088 -1.5212
C -5.7524 -4.7634 -0.1976
C 2.9732 -0.0794 -5.6551
C -6.2738 -4.3840 2.1081
C -1.4200 -4.3676 4.2381
C 2.0474 0.7307 3.5519
C -2.9751 0.7691 4.3547
C -1.5248 4.6981 -5.7706
C 2.3793 5.9346 -2.0728
C 4.2276 -1.6803 -4.1246
C 2.2137 -0.3254 0.9383
C -3.0126 3.9177 3.6496
C 0.9749 0.8556 2.6187
C 1.4884 5.0043 -2.5952
C -2.9915 4.2100 1.1854
C -3.0008 -2.6185 1.3203
C -2.8465 0.8027 2.8310
C 1.8764 -0.8547 -3.5483
C -1.3063 3.9133 -3.5107
C -2.2070 -4.1551 3.1354
C -4.2008 0.9186 2.1290
C -0.4124 -2.2486 3.8453
C 2.0496 -2.9578 2.9816
C 1.6478 5.3887 0.1532
C 0.8408 -3.5904 -1.1545
C 0.7585 4.4600 -0.3649
C -4.2428 -3.4308 1.1632
C -0.6221 -3.9814 -1.4152
C -2.5368 4.4590 -3.1916
C 0.0674 2.4816 4.1982
C 2.4618 6.1272 -0.6989
C 5.9926 -1.5697 -0.8470
C -3.2521 5.1531 -4.1600
C 3.8748 -2.9255 -4.9383
C -5.1133 -3.6296 2.2393
C 2.1312 -5.0578 1.6380
C 4.6851 -1.1524 -0.2185
C 0.6774 4.2776 -1.7360
C 2.1943 1.2311 -5.7918
C 4.5370 0.1172 0.3473
C 1.9982 0.9022 -2.0104
C -4.6001 -4.0015 -0.0656
C 3.2439 -0.4860 -4.1929
C 2.3581 -1.6058 0.3706
C 1.1512 2.3923 5.0563
C -2.7415 5.2857 -5.4450
C -2.1236 -2.9180 2.4154
C -0.5148 -3.3733 4.6531
H 1.5983 -1.9705 3.1024
H 3.9287 -0.0089 -6.1838
H 3.2408 1.5243 1.2935
H -1.1409 4.7691 -6.7813
H 1.5951 -5.7622 1.0037
H -2.8801 -4.9293 2.7924
H 5.9516 -2.6086 -1.1827
H -4.8754 -3.1680 3.1911
H 0.1414 3.8422 0.2796
H -0.9521 -4.7580 -0.7128
H 1.3622 4.3193 6.0276
H -3.2331 5.2686 1.3417
H 0.1148 3.4918 -5.0657
H 3.1737 6.8359 -0.2922
H -3.9533 -3.8427 -0.9202
H -2.4420 4.0997 0.2534
H 1.9232 1.4094 -6.8348
H -2.0056 0.8779 4.8464
H -2.4213 -0.1549 2.5456
H -0.7092 3.1883 4.4636
H 2.9842 1.3137 5.3749
H 2.8341 0.0216 3.3291
H 0.1046 -3.4907 5.5337
H 2.1268 2.9800 6.8868
H 0.3105 -1.4681 4.0889
H -6.9299 -4.5142 2.9613
H 3.0999 -2.8163 2.7072
H -3.6502 1.5388 4.7352
H 2.7817 2.0851 -5.4431
H -2.5867 3.4896 4.5535
H 1.3722 -5.7052 -1.0991
H -4.0194 3.5121 3.5354
H 0.3561 -4.0800 2.3224
H -3.3792 -0.2061 4.6545
H -1.2859 -3.1221 -1.3078
H 3.0136 6.5040 -2.7415
H 2.8561 -3.2492 -4.7355
H 1.4389 4.8511 -3.6679
H 6.8216 -1.4755 -0.1389
H -3.9324 3.6588 1.0800
H 3.6726 -2.9793 -0.6243
H 5.1963 -1.2971 -4.4455
H 3.0939 -4.8246 1.1717
H 3.6229 2.1569 -2.1586
H -1.4853 -5.3087 4.7756
H -5.4259 -0.3704 -1.8320
H -1.2612 4.2438 2.4510
H 2.3377 -5.5589 2.5924
H -0.7305 -4.3660 -2.4356
H 0.3701 3.1711 6.9265
H 2.0031 -3.4691 3.9490
H -3.3007 5.8278 -6.1991
H 1.0703 -2.7720 -1.8392
H 2.7861 -4.6507 -1.1994
H -4.2162 5.5837 -3.9138
H -5.9952 -5.2066 -1.1584
H -4.0776 0.9879 1.0436
H -4.8016 0.0233 2.3237
H 1.2693 1.1882 -5.2062
H -4.3968 0.3675 -2.9528
H 1.7180 5.5232 1.2263
H 6.2255 -0.9459 -1.7157
H 2.3882 -0.8844 -6.0979
H 4.3266 -1.9569 -3.0715
H 1.7483 -4.8791 -2.6089
H -3.1109 4.9985 3.8011
H 4.5607 -3.7377 -4.6814
H 3.9633 -2.7399 -6.0126
H 5.3787 0.8058 0.3315
H -2.9214 4.3163 -2.1854
H -7.5006 -5.5572 0.7843
H -4.7694 1.7893 2.4743
*
```

Properties
* energy relative to the best compared isomer or geometry (same formula, charge and spin): 1.422 eV
* E_HOMO (alpha / beta): 0.0 / -1.9 eV
* <S²>: 0.78
* orbital gap (alpha / beta): 3.865 / 5.767 eV
* E: -125398.02911 eV


Q: Among the records above, which one has the highest E?
A: C59H72HgN7O4P2S2


Q: Look up the <S²> of the second one.
A: 6.23


Q: Among the records above, which one has the lowest E?
A: C59H67Ge2MnN5O2S4Si


Q: Look up the <S²> of the third one.
A: 0.78